Entry 1:
The following is a quantum chemistry calculation of a molecular structure, C35H34F10MnN4 at a distorted geometry, from OMol25.

XYZ file:
```
84
Properties=species:S:1:pos:R:3
Mn 9.697 10.623 12.613
C 11.876 8.651 13.245
N 10.435 8.635 13.020
C 9.730 8.199 14.220
C 9.847 9.295 15.267
N 9.926 10.570 14.589
C 9.955 11.647 15.559
C 8.766 12.094 16.176
F 7.642 11.422 15.934
C 8.726 13.154 17.119
F 7.629 13.460 17.821
C 9.904 13.734 17.463
F 9.901 14.447 18.568
C 11.106 13.344 16.855
F 12.205 13.868 17.428
C 11.127 12.317 15.943
F 12.234 11.933 15.342
C 10.117 7.730 11.884
C 10.426 8.482 10.629
N 10.294 9.877 10.779
C 10.757 10.568 9.659
C 12.143 10.751 9.416
F 13.158 10.247 10.176
C 12.603 11.538 8.360
F 13.891 11.829 8.257
C 11.751 12.037 7.371
F 12.270 12.800 6.383
C 10.401 11.839 7.543
F 9.536 12.364 6.641
C 9.945 11.158 8.597
F 8.615 10.854 8.741
H 12.148 7.642 13.313
H 12.084 9.096 14.247
H 12.382 9.216 12.448
H 10.103 7.222 14.581
H 8.639 8.123 14.030
H 10.706 9.206 15.949
H 8.954 9.340 15.862
H 9.100 7.562 11.903
H 10.548 6.724 12.046
H 9.704 8.099 9.777
H 11.372 8.279 10.156
C 5.144 9.073 12.080
C 6.079 8.927 11.035
C 7.398 9.283 11.243
C 7.689 9.922 12.465
C 6.797 10.222 13.454
C 5.481 9.763 13.204
H 4.076 8.746 11.995
H 5.672 8.423 10.155
H 8.173 9.176 10.472
H 7.139 10.802 14.272
H 4.814 9.849 14.008
C 5.126 13.045 10.292
C 5.898 13.019 11.536
C 5.434 13.354 12.792
C 6.308 13.579 13.879
C 5.891 14.006 15.167
C 7.627 13.319 13.602
C 8.137 12.952 12.358
C 7.282 12.837 11.281
N 9.453 12.433 12.369
C 10.506 13.492 12.126
C 10.235 14.178 10.834
C 11.859 12.916 12.157
C 10.520 14.589 13.213
H 5.463 12.380 9.491
H 5.043 14.075 9.949
H 4.061 12.756 10.500
H 4.325 13.297 12.893
H 6.427 14.927 15.411
H 6.205 13.203 15.853
H 4.816 14.190 15.203
H 8.527 13.288 14.265
H 7.721 12.659 10.295
H 9.311 14.723 10.807
H 10.301 13.559 9.949
H 10.920 15.023 10.819
H 12.619 13.564 11.833
H 11.928 12.003 11.609
H 12.066 12.718 13.199
H 9.678 15.290 13.189
H 11.376 15.257 12.959
H 10.523 14.299 14.244
```

**E_tot**: -3722.56181 Ha
**LUMO level (spin up / spin down)**: -1.11 / 0.28 eV
**Multiplicity**: 4
**HOMO-LUMO gap (spin up / spin down)**: 7.0 / 8.6 eV

Mulliken atomic charge list, values in e, 6 entries:
1. Mn -1.773
2. C -1.099
3. N 0.950
4. C -0.847
5. C -1.238
6. N 2.285

***

Entry 2:
The following is a quantum chemistry calculation of a molecular structure, C35H34GeIrN2S at a distorted geometry, from OMol25.

XYZ file:
```
74
Properties=species:S:1:pos:R:3
Ir -0.927 -0.450 0.763
C -4.561 -3.890 0.794
C -3.503 -2.940 0.353
C -2.421 -3.431 -0.417
C -1.431 -2.617 -1.014
C -0.227 -3.153 -1.737
C -1.692 -1.207 -0.989
C -2.839 -0.722 -0.259
C -3.489 0.486 -0.816
C -3.620 -1.559 0.510
H -5.194 -3.466 1.593
H -4.169 -4.846 1.219
H -5.308 -4.086 0.009
H -2.377 -4.508 -0.513
H -0.383 -3.219 -2.840
H 0.103 -4.103 -1.330
H 0.584 -2.410 -1.571
H -1.439 -0.627 -1.866
H -4.376 0.707 -0.188
H -3.902 0.300 -1.832
H -2.905 1.430 -0.836
H -4.481 -1.113 1.063
N 2.001 -1.056 2.377
C 0.863 -1.626 2.852
N -0.360 -1.182 2.520
C -1.304 -1.834 3.345
C -2.535 -1.206 3.592
C -3.227 -1.616 4.709
C -2.719 -2.654 5.483
C -1.512 -3.289 5.188
C -0.756 -2.829 4.159
S 0.893 -2.955 4.002
H 1.960 -0.178 1.853
H 2.852 -1.291 2.872
H -2.814 -0.305 3.044
H -4.194 -1.146 5.033
H -3.284 -3.051 6.320
H -1.219 -4.154 5.745
C 0.023 1.183 0.537
Ge 1.195 1.768 -0.805
C 2.416 3.219 -0.328
C 2.824 3.472 0.986
C 3.750 4.508 1.330
C 4.182 5.355 0.381
C 3.846 5.024 -0.953
C 2.967 4.035 -1.320
C 2.615 0.428 -1.049
C 3.739 0.385 -0.196
C 4.793 -0.541 -0.387
C 4.643 -1.557 -1.328
C 3.450 -1.588 -2.007
C 2.576 -0.498 -2.101
C 0.192 2.304 -2.450
C -0.240 1.362 -3.436
C -0.985 1.762 -4.494
C -1.278 3.114 -4.716
C -0.819 4.072 -3.839
C -0.134 3.640 -2.694
H -0.100 1.969 1.247
H 2.610 2.745 1.718
H 4.050 4.563 2.360
H 4.715 6.273 0.688
H 4.308 5.614 -1.787
H 2.702 3.862 -2.390
H 3.802 1.045 0.647
H 5.711 -0.433 0.211
H 5.424 -2.337 -1.512
H 3.253 -2.547 -2.465
H 1.888 -0.437 -2.950
H -0.099 0.262 -3.340
H -1.374 1.014 -5.149
H -1.823 3.278 -5.653
H -0.888 5.151 -4.087
H -0.023 4.328 -1.856
```

**Total charge**: +2
**E_tot**: -4042.20780 Ha
**LUMO level (spin up / spin down)**: -5.37 / -9.73 eV
**Multiplicity**: 6
**Energy relative to the best compared isomer or geometry (same formula, charge and spin)**: 25.4 kcal per mole
**HOMO-LUMO gap (spin up / spin down)**: 6.7 / 3.6 eV

Mulliken atomic charge list, values in e, 6 entries:
1. Ir 0.731
2. C -1.678
3. C 0.812
4. C -0.838
5. C 0.550
6. C -1.165

***

Entry 3:
The following is a quantum chemistry calculation of 5 unconnected molecules or ions with the total composition C35H34IN4O9P at a distorted geometry, from OMol25.

XYZ file:
```
84
Properties=species:S:1:pos:R:3
C -1.861 0.598 -1.621
C -1.155 0.180 -3.032
C 0.063 1.145 -3.541
I 2.045 0.168 -3.220
P 0.000 2.955 -2.965
C 0.246 3.197 -1.098
C 1.604 2.540 -0.460
O 2.828 3.002 -0.759
C 1.371 1.231 0.554
C 0.191 1.415 1.719
C -0.220 0.225 2.782
C 0.581 -1.204 2.647
C 1.779 -1.402 1.514
C 2.190 -0.188 0.442
H -1.110 0.746 -0.722
H -2.534 1.566 -1.715
H -2.577 -0.298 -1.293
H -1.997 0.134 -3.852
H -0.696 -0.913 -2.891
H -0.031 1.178 -4.732
H -1.387 3.375 -3.213
H -0.724 2.876 -0.480
H 0.330 4.374 -0.916
H -0.402 2.446 1.795
H -1.062 0.461 3.570
H 0.308 -2.096 3.383
H 2.375 -2.416 1.374
H 3.041 -0.356 -0.365
C 5.510 -0.125 4.399
C 6.720 -0.444 5.018
C 7.143 -1.773 5.085
C 6.345 -2.779 4.522
C 5.126 -2.462 3.908
C 4.712 -1.130 3.850
N 6.797 -4.175 4.567
O 7.872 -4.416 5.136
O 6.079 -5.031 4.030
H 5.187 0.913 4.345
H 7.336 0.345 5.445
H 8.089 -2.005 5.570
H 4.495 -3.233 3.472
H 3.769 -0.874 3.372
C 4.736 6.971 -3.222
C 4.235 6.756 -1.937
C 2.856 6.734 -1.718
C 1.984 6.925 -2.799
C 2.484 7.150 -4.088
C 3.865 7.172 -4.294
N 0.533 6.878 -2.579
O 0.130 6.696 -1.421
O -0.205 7.019 -3.565
H 5.811 6.982 -3.389
H 4.920 6.602 -1.106
H 2.481 6.565 -0.711
H 1.819 7.305 -4.935
H 4.263 7.343 -5.292
C -5.259 -5.023 -2.577
C -4.284 -4.868 -3.564
C -4.060 -3.614 -4.135
C -4.817 -2.516 -3.706
C -5.802 -2.670 -2.721
C -6.019 -3.929 -2.159
N -4.568 -1.190 -4.284
O -3.702 -1.099 -5.167
O -5.235 -0.238 -3.854
H -5.427 -6.001 -2.131
H -3.697 -5.725 -3.886
H -3.296 -3.510 -4.903
H -6.400 -1.827 -2.381
H -6.779 -4.058 -1.391
C -3.905 -3.418 4.903
C -4.596 -4.492 4.341
C -4.828 -4.534 2.965
C -4.356 -3.490 2.156
C -3.669 -2.406 2.718
C -3.446 -2.375 4.096
N -4.574 -3.540 0.705
O -5.203 -4.506 0.249
O -4.113 -2.616 0.020
H -3.722 -3.393 5.976
H -4.952 -5.301 4.977
H -5.368 -5.378 2.543
H -3.302 -1.588 2.102
H -2.910 -1.539 4.541
```

**SMILES**: CC[C@H](I)PCC(=O)c1ccccc1.O=[N+]([O-])c1ccccc1.O=[N+]([O-])c1ccccc1.O=[N+]([O-])c1ccccc1.O=[N+]([O-])c1ccccc1
**E_tot**: -2888.53942 Ha
**LUMO level**: -1.11 eV
**Energy relative to the best compared isomer or geometry (same formula, charge and spin)**: 140.7 kcal per mole
**HOMO-LUMO gap**: 7.3 eV

Mulliken atomic charge list, values in e, 6 entries:
1. C -0.382
2. C -0.099
3. C -0.600
4. I 0.031
5. P -0.096
6. C -0.068

***

- Which of these has the highest E_tot?
  C35H34IN4O9P

***

- E_tot of number 2 (C35H34GeIrN2S)?
  -4042.20780 Ha

***

- E_tot of number 2 (C35H34GeIrN2S)?
  -4042.20780 Ha

***

- E_tot of number 2 (C35H34GeIrN2S)?
  -4042.20780 Ha